(1)
C19H51BFN6O5P2 | ωB97M-V/def2-TZVPD

Cartesian coordinates (Å):
C 1.159 -3.736 -0.345
C 2.079 -3.038 -1.361
C 1.386 -2.052 -2.300
F -0.016 -2.044 -2.095
C 1.982 -0.652 -2.312
C 2.132 0.179 -1.007
O 3.369 0.851 -1.181
B 4.276 -0.137 -1.805
C 5.484 0.463 -2.717
C 5.527 -0.139 -4.111
O 4.572 0.445 -4.991
O 3.311 -0.912 -2.706
H 1.800 -4.234 0.386
H 0.553 -4.496 -0.836
H 0.562 -2.991 0.176
H 2.903 -2.553 -0.840
H 2.524 -3.825 -1.972
H 1.522 -2.420 -3.319
H 1.476 -0.001 -3.042
H 2.218 -0.347 -0.051
H 1.393 0.986 -1.044
H 4.666 -0.927 -0.904
H 5.451 1.556 -2.800
H 6.442 0.224 -2.236
H 5.420 -1.228 -4.079
H 6.502 0.052 -4.573
H 3.715 0.087 -4.712
O 1.234 -1.215 2.455
P 1.066 -1.187 3.926
N -0.226 -2.285 4.089
C -1.145 -2.451 5.196
C 0.073 -3.597 3.516
N 0.512 0.420 4.161
C -0.773 0.697 4.771
C 0.779 1.337 3.053
N 1.784 -1.298 5.476
C 2.590 -0.144 5.918
C 2.643 -2.502 5.578
H -0.685 -2.912 6.084
H -1.961 -3.101 4.874
H -1.600 -1.514 5.499
H 0.518 -4.277 4.260
H 0.735 -3.587 2.654
H -0.856 -4.068 3.183
H -1.614 0.264 4.214
H -0.925 1.777 4.821
H -0.805 0.346 5.806
H 0.058 1.232 2.235
H 1.772 1.180 2.642
H 0.734 2.364 3.428
H 3.356 0.146 5.193
H 3.084 -0.410 6.854
H 1.957 0.715 6.116
H 3.502 -2.460 4.900
H 2.069 -3.399 5.347
H 3.012 -2.606 6.598
O -4.482 1.511 -0.733
P -3.912 1.867 -2.049
N -2.247 1.708 -1.915
C -1.286 2.166 -2.906
C -1.771 0.465 -1.295
N -4.343 3.531 -2.196
C -3.348 4.554 -2.459
C -5.335 4.004 -1.241
N -4.109 1.537 -3.713
C -5.320 2.068 -4.364
C -4.073 0.077 -3.961
H -1.269 1.548 -3.813
H -0.289 2.124 -2.464
H -1.448 3.196 -3.199
H -1.703 -0.356 -2.013
H -2.428 0.157 -0.484
H -0.778 0.614 -0.872
H -2.569 4.605 -1.688
H -3.837 5.529 -2.511
H -2.880 4.409 -3.434
H -4.905 4.229 -0.257
H -6.123 3.269 -1.100
H -5.798 4.915 -1.633
H -6.243 1.794 -3.842
H -5.368 1.668 -5.378
H -5.273 3.149 -4.444
H -4.913 -0.447 -3.493
H -3.146 -0.351 -3.578
H -4.098 -0.115 -5.034

Output
Net charge ... -1
Kohn-Sham gap ... 6.56 eV
DFT total energy ... -61682.81306 eV
E_LUMO ... 2.3917 eV

(2)
C19H51BIrN2O2Si4Te | ωB97M-V/def2-TZVPD

Cartesian coordinates (Å):
Ir 0.376 -2.149 -0.299
N 2.641 -1.906 -0.896
C 3.440 -1.648 0.323
C 3.342 -2.861 1.250
C 2.775 -2.547 2.629
C 1.396 -1.903 2.608
N 0.412 -2.601 1.723
H 3.002 -2.740 -1.352
H 2.732 -1.158 -1.576
H 3.008 -0.763 0.790
H 4.480 -1.412 0.090
H 4.303 -3.364 1.344
H 2.676 -3.591 0.774
H 3.433 -1.866 3.173
H 2.736 -3.470 3.213
H 1.431 -0.871 2.262
H 0.981 -1.893 3.617
H -0.516 -2.312 2.030
H 0.449 -3.608 1.884
C 2.023 1.722 -3.738
Si 2.510 2.472 -2.093
C 3.015 4.261 -2.321
C 3.991 1.560 -1.394
Si 0.678 2.379 -0.614
Te -0.641 0.129 -0.499
Si -1.264 3.448 -1.473
C -2.681 3.287 -0.261
C -0.799 5.247 -1.701
C -1.743 2.681 -3.110
Si 1.201 2.996 1.599
C 2.669 1.999 2.217
C -0.271 2.675 2.708
C 1.658 4.811 1.627
H 2.891 1.670 -4.401
H 1.264 2.327 -4.236
H 1.620 0.713 -3.624
H 3.848 4.341 -3.024
H 3.335 4.709 -1.378
H 2.193 4.860 -2.715
H 4.796 1.533 -2.133
H 3.740 0.539 -1.128
H 4.378 2.046 -0.497
H -2.490 3.842 0.660
H -2.871 2.246 0.004
H -3.593 3.691 -0.708
H -0.499 5.714 -0.761
H -1.660 5.800 -2.088
H 0.018 5.367 -2.415
H -1.935 1.611 -3.013
H -0.970 2.817 -3.868
H -2.658 3.152 -3.480
H 2.501 0.924 2.122
H 2.848 2.217 3.273
H 3.580 2.245 1.668
H -0.624 1.644 2.622
H -1.107 3.330 2.459
H -0.004 2.859 3.752
H 2.521 5.019 0.991
H 1.911 5.127 2.642
H 0.831 5.435 1.283
C -4.583 -2.485 -0.758
C -3.753 -3.129 0.343
C -4.547 -3.195 1.632
O -2.602 -2.260 0.555
B -1.546 -2.788 -0.149
O -1.811 -4.046 -0.639
C -3.090 -4.479 -0.087
C -3.842 -5.241 -1.159
C -2.768 -5.394 1.085
H -4.849 -1.474 -0.448
H -5.500 -3.044 -0.941
H -4.020 -2.418 -1.690
H -4.973 -2.215 1.847
H -3.927 -3.490 2.476
H -5.368 -3.908 1.539
H -3.944 -4.655 -2.069
H -4.837 -5.516 -0.805
H -3.303 -6.157 -1.400
H -2.238 -4.858 1.876
H -2.136 -6.208 0.731
H -3.672 -5.823 1.517

Output
Net charge ... +1
Kohn-Sham gap (alpha / beta) ... 6.28 / 6.28 eV
DFT total energy ... -69925.14226 eV
E_LUMO (alpha / beta) ... -4.0754 / -4.0716 eV

(3)
C19H51F6N16O19PS3 | ωB97M-V/def2-TZVPD

Cartesian coordinates (Å):
C 5.924 1.588 -5.420
C 6.723 2.295 -4.297
N 6.040 2.287 -2.990
C 6.596 2.656 -1.769
C 5.703 2.414 -0.787
N 4.661 1.734 -1.394
C 4.853 1.737 -2.698
C 3.535 1.181 -0.668
H 4.855 1.772 -5.431
H 6.034 0.504 -5.366
H 6.413 1.913 -6.336
H 6.770 3.349 -4.562
H 7.671 1.789 -4.140
H 7.544 3.160 -1.682
H 5.681 2.643 0.268
H 4.138 1.383 -3.419
H 3.843 0.409 0.039
H 2.691 0.842 -1.258
H 3.140 1.900 0.057
P -0.658 -0.725 0.370
F 0.034 -1.963 1.107
F -1.196 -1.571 -0.890
F -2.088 -0.990 1.089
F -1.169 0.656 -0.338
F -0.140 0.239 1.547
F 0.819 -0.518 -0.326
C -3.485 2.544 -2.773
O -2.774 3.531 -2.654
N -4.421 2.335 -3.769
N -3.527 1.550 -1.865
H -4.865 1.450 -3.904
H -4.551 3.055 -4.456
H -3.003 1.555 -1.007
H -4.255 0.864 -1.935
C -1.482 -4.700 3.253
O -0.372 -5.081 3.625
N -1.626 -3.704 2.351
N -2.651 -5.135 3.831
H -0.828 -3.208 1.993
H -2.532 -3.443 2.000
H -3.502 -4.924 3.332
H -2.627 -5.625 4.701
C 3.311 -3.733 -0.358
O 2.767 -4.544 0.393
N 4.444 -4.000 -1.040
N 2.667 -2.576 -0.687
H 4.829 -4.911 -0.865
H 4.909 -3.316 -1.602
H 3.021 -2.097 -1.493
H 1.770 -2.418 -0.262
C -4.726 1.182 2.873
O -4.132 0.319 3.509
N -5.743 1.959 3.324
N -4.406 1.412 1.552
H -5.996 1.835 4.290
H -6.117 2.725 2.802
H -3.871 0.734 1.043
H -5.108 1.959 1.088
C -5.787 -3.300 1.844
O -4.998 -3.878 2.585
N -5.425 -2.210 1.110
N -6.983 -3.833 1.465
H -6.124 -1.728 0.580
H -4.519 -1.801 1.267
H -7.270 -4.671 1.940
H -7.624 -3.308 0.906
C -0.428 3.583 1.397
O -0.289 4.716 1.856
N 0.380 3.040 0.453
N -1.373 2.731 1.845
H 0.349 2.065 0.213
H 0.907 3.684 -0.108
H -1.458 1.810 1.453
H -2.082 2.977 2.508
C -2.242 -1.683 -4.851
O -1.071 -1.935 -5.120
N -2.799 -1.954 -3.652
N -3.077 -1.006 -5.711
H -2.256 -2.486 -2.990
H -3.735 -1.717 -3.394
H -2.721 -0.457 -6.470
H -4.021 -0.886 -5.402
C -0.163 1.691 -3.831
C 0.716 0.447 -3.729
O 2.033 1.031 -3.891
S 1.977 2.153 -5.086
O 1.985 1.560 -6.384
O 2.942 3.185 -4.805
O 0.496 2.568 -4.714
H -0.304 2.041 -2.806
H -1.133 1.469 -4.271
H 0.435 -0.149 -4.599
H 0.679 -0.065 -2.773
C 2.813 0.112 2.810
C 2.244 1.390 3.420
O 3.315 1.890 4.243
S 4.727 1.541 3.514
O 5.672 1.070 4.474
O 5.060 2.632 2.631
O 4.160 0.339 2.500
H 2.187 -0.298 2.015
H 2.798 -0.706 3.542
H 1.367 1.148 4.014
H 2.079 2.156 2.660
C -0.753 -1.276 4.354
C -1.838 -1.840 5.250
O -1.550 -1.275 6.561
S -0.453 -0.050 6.503
O 0.369 -0.226 7.665
O -0.988 1.252 6.170
O 0.199 -0.646 5.158
H -1.123 -0.695 3.508
H -0.226 -2.068 3.817
H -1.781 -2.914 5.397
H -2.829 -1.500 4.957

Output
Kohn-Sham gap ... 8.16 eV
DFT total energy ... -141383.97655 eV
E_LUMO ... -0.6233 eV

| no. | largest force on an atom (eV Å⁻¹) |
| --- | --- |
| 1 | 5.35 |
| 2 | 0.48 |
| 3 | 2.82 |